Record 1
One molecule with the formula C5H7NO. Source: the Open Molecules 2025 dataset; level of theory: ωB97M-V/def2-TZVPD.

XYZ file:
```
14
Properties=species:S:1:pos:R:3:forces:R:3:lowdin_charge:R:1
C 1.783904 0.674142 0.038296 0.260 0.022 -0.009 -0.018
N 0.424807 0.224656 0.204882 -0.041 -0.217 -0.047 -0.106
C -0.331288 0.331267 1.352574 -0.357 -0.246 -0.109 -0.094
C -1.535693 -0.289540 1.086751 -0.774 1.136 -0.881 -0.124
C -1.528008 -0.747611 -0.258202 0.295 -0.177 -0.289 -0.066
C -0.311607 -0.408072 -0.760845 0.326 -0.148 0.251 -0.370
O 0.264730 -0.625626 -1.967951 0.089 -0.091 -0.235 0.075
H 1.851806 1.407451 -0.768821 0.000 -0.109 0.048 0.095
H 2.438764 -0.167776 -0.187260 0.068 0.061 -0.023 0.093
H 2.115270 1.146700 0.964592 -0.070 -0.089 -0.105 0.089
H 0.074575 0.816089 2.241047 -0.290 -0.062 -0.469 0.112
H -2.541906 0.056359 1.259703 -0.086 -0.339 1.925 0.092
H -2.383911 -1.190802 -0.761421 0.386 0.134 -0.007 0.105
H -0.321444 -1.227237 -2.443346 0.195 0.124 -0.051 0.116
```
Positions in Å, forces in eV/Å.

Results
- HOMO-LUMO gap: 0.31070 Eh
- SMILES string: Cn1cccc1O
- Relative energy (zero: lowest compared OMol25 entry of this formula, charge and spin): 30.6 kcal per mole

=====

Record 2
An isolated ion of composition C4H5N4 and charge -1. Source: the Open Molecules 2025 dataset; level of theory: ωB97M-V/def2-TZVPD.

XYZ file:
```
13
Properties=species:S:1:pos:R:3:forces:R:3:lowdin_charge:R:1
C 2.960216 0.182762 -0.002880 1.284 -0.212 0.002 -0.503
C 1.555980 0.488951 -0.007944 -0.436 -0.122 0.009 -0.103
C 0.585442 -0.421777 0.011495 -0.188 0.211 -0.007 -0.194
C -0.876762 -0.100655 0.001289 0.147 -0.010 0.001 -0.138
N 3.503124 -1.049840 -0.006060 -0.729 0.300 -0.008 -0.029
N 3.924900 1.123019 0.004087 -0.811 -0.007 -0.007 -0.041
N 4.804734 -0.840993 -0.001653 0.406 -0.325 0.013 -0.172
N 5.054882 0.443694 0.005412 0.545 0.166 -0.003 -0.176
H 1.322348 1.548805 -0.029276 -0.098 0.041 0.003 0.094
H 0.848016 -1.470289 0.033968 0.160 -0.115 0.000 0.087
H -1.370942 -0.508146 0.886663 -0.103 0.001 0.011 0.058
H -1.034812 0.976906 -0.016855 -0.069 0.072 -0.002 0.060
H -1.363203 -0.536480 -0.874792 -0.108 0.000 -0.013 0.058
```
Positions in Å, forces in eV/Å.

Results
- HOMO-LUMO gap: 0.28574 Eh
- Net charge: -1
- Relative energy (zero: lowest compared OMol25 entry of this formula, charge and spin): 0.0 kcal per mole

=====

Record 3
C13H15BrF13N3OS as an isolated structure. Source: the Open Molecules 2025 dataset; level of theory: ωB97M-V/def2-TZVPD.

XYZ file:
```
47
Properties=species:S:1:pos:R:3:forces:R:3:lowdin_charge:R:1
N -2.476397 4.620259 -1.670568 -0.956 -0.285 0.711 -0.009
C -2.519213 4.532051 -0.187120 0.682 -0.524 0.790 -0.229
C -1.092917 4.198597 0.447120 -1.110 0.171 -0.639 -0.346
O -1.162767 4.718462 1.793383 0.995 -0.315 -0.599 -0.061
C -0.950343 2.629117 0.395597 0.194 -0.280 0.306 -0.074
C 0.500939 2.095086 0.535858 1.644 1.577 1.904 -0.108
C 1.384256 2.807828 1.506082 2.390 -2.136 -0.946 0.054
C 2.753982 2.322731 1.645059 -3.256 -0.779 -1.787 -0.011
C 3.105399 1.147438 0.780237 0.330 1.443 -0.141 -0.246
N 2.258925 0.553608 -0.076515 1.370 1.325 1.385 0.105
N 1.033141 1.047477 -0.123016 -3.179 0.989 -0.158 -0.087
C 0.099069 0.332041 -1.058147 0.210 -2.045 -0.241 -0.063
C 0.616999 -1.169959 -1.179177 -0.732 0.227 -0.471 -0.050
C -0.427943 -2.023490 -1.998332 1.059 2.323 -0.622 -0.358
F -0.397822 -1.436916 -3.280974 -0.125 -0.835 1.117 0.066
F -1.727127 -1.843468 -1.570565 1.306 -0.848 -0.162 0.099
C -0.013368 -3.518848 -2.228231 -0.967 -0.439 -1.741 -0.287
F -0.796471 -3.956896 -3.295629 0.556 0.395 1.424 0.111
F 1.272083 -3.629764 -2.704627 -1.304 0.427 1.337 0.139
C -0.334113 -4.551020 -1.065428 -0.234 -1.573 -2.356 -0.290
F -0.041435 -5.781460 -1.657331 0.009 1.467 0.835 0.116
F -1.687411 -4.584130 -0.910606 1.381 0.552 0.708 0.138
C 0.552882 -4.484411 0.228517 2.285 -1.703 0.376 -0.357
F 1.727780 -3.797439 0.047954 -1.894 -0.393 -0.582 0.115
F 0.978827 -5.762408 0.502705 -1.109 1.413 -0.458 0.106
S -0.221674 -3.847696 1.820514 0.944 0.204 4.385 0.907
F 0.687096 -4.921513 2.676947 -1.079 1.243 -0.730 -0.154
F 1.022392 -2.794314 2.051133 -1.727 -0.588 -0.706 -0.160
F -1.106866 -2.722836 1.057943 0.722 -1.135 0.114 -0.147
F -1.394601 -4.961595 1.825402 0.759 1.276 -0.939 -0.130
F -0.837488 -3.279891 3.217947 0.461 -0.655 -1.429 -0.139
H -2.752537 3.687098 -2.000974 0.306 0.517 -0.174 0.063
H -3.283591 5.201999 -1.928046 0.554 -0.167 -0.124 0.072
H -3.185874 3.679860 0.129393 0.327 0.973 0.001 0.119
H -2.869883 5.474316 0.310240 0.321 -0.827 -0.716 0.127
H -0.286900 4.700437 -0.151477 -0.706 -0.433 0.500 0.158
H -0.348010 5.224394 1.953815 -0.570 -0.182 0.020 0.092
H -1.475867 2.282887 -0.528257 0.716 0.203 0.710 0.105
H -1.529343 2.222304 1.276304 0.482 0.386 -0.839 0.156
H 1.037874 3.662714 2.115237 0.050 -0.835 -0.635 0.103
H 3.483386 2.763002 2.351918 -0.498 -0.534 -0.684 0.090
H 4.173068 0.739633 0.874865 -1.719 0.727 -0.755 -0.112
H -0.923112 0.233974 -0.605785 1.060 0.545 -0.413 0.130
H 0.069522 0.821968 -2.060653 0.024 -0.227 0.931 0.150
H 1.562180 -1.234530 -1.779461 -0.803 0.028 0.908 0.141
H 0.747817 -1.526882 -0.133111 0.111 -0.003 -0.945 0.104
Br 4.775453 0.130187 2.649859 0.721 -0.670 1.529 -0.150
```
Positions in Å, forces in eV/Å.

Results
- HOMO-LUMO gap: 0.22545 Eh
- Relative energy (zero: lowest compared OMol25 entry of this formula, charge and spin): 62.9 kcal per mole

=====

Record 4
A 10-piece molecular cluster, C18H56O10 overall. Source: the Open Molecules 2025 dataset; level of theory: ωB97M-V/def2-TZVPD.

XYZ file:
```
84
Properties=species:S:1:pos:R:3:forces:R:3:lowdin_charge:R:1
C -1.590456 4.507634 -5.597066 -0.624 -1.599 1.830 -0.050
C -2.635906 3.718994 -4.740026 -0.619 1.111 -1.199 -0.515
C -3.945616 3.554534 -5.529836 0.526 0.330 0.365 -0.059
O -2.196326 2.460944 -4.317456 0.532 -0.569 0.648 -0.052
H -1.459536 4.000394 -6.552916 -0.064 0.475 -0.240 0.076
H -0.707546 4.332844 -4.982236 0.506 0.643 -0.385 0.073
H -1.909766 5.549804 -5.601126 0.367 -0.085 -0.490 0.080
H -2.772896 4.290844 -3.822256 -0.187 -0.023 0.053 0.132
H -3.695806 2.783754 -6.258946 -0.534 -0.116 -0.160 0.077
H -4.220616 4.466154 -6.060316 0.057 0.048 -0.031 0.073
H -4.783936 3.281844 -4.888766 0.095 -0.320 -0.116 0.075
H -1.798866 1.957594 -5.031786 -0.049 0.095 -0.258 0.089
C 8.017124 3.647264 -3.847856 -1.062 -1.389 0.695 -0.045
C 7.670954 2.381834 -2.966726 1.337 0.715 0.266 -0.441
C 6.742334 1.365304 -3.624246 0.913 0.416 -0.052 -0.067
O 8.929144 1.706004 -2.558136 -1.566 0.635 -0.160 -0.081
H 7.909564 3.310474 -4.878926 0.186 0.458 -0.230 0.066
H 8.996474 4.088014 -3.661536 -0.051 -0.343 0.122 0.073
H 7.255744 4.387334 -3.601486 -0.001 0.179 -0.399 0.068
H 7.194654 2.715814 -2.044936 0.399 0.010 0.210 0.122
H 7.347944 1.004214 -4.455486 -0.315 -0.647 -0.185 0.075
H 5.814144 1.753334 -4.043766 0.049 0.252 0.214 0.081
H 6.534164 0.597464 -2.879146 -0.025 -0.192 -0.348 0.081
H 9.281524 1.309044 -3.358036 0.132 -0.098 -0.130 0.069
C -7.441676 -0.888556 1.710114 -0.846 0.255 -0.565 -0.064
C -7.288436 0.609574 1.983434 -0.652 0.757 -0.160 -0.464
C -6.814426 1.357004 0.742114 1.510 -0.697 -0.033 -0.062
O -8.514846 1.308764 2.358904 0.251 -1.274 -0.271 -0.066
H -8.016726 -1.350666 2.512524 -0.117 -0.136 -0.055 0.074
H -6.539976 -1.485916 1.575234 0.403 0.522 0.332 0.081
H -7.952266 -0.988236 0.752274 -0.461 -0.228 0.119 0.077
H -6.668736 0.670924 2.878024 0.695 0.519 -0.300 0.126
H -5.764706 1.079734 0.645564 0.425 0.423 -0.028 0.075
H -6.906006 2.443034 0.726154 -0.079 -0.162 0.477 0.080
H -7.196146 0.976274 -0.205216 -0.739 -0.119 0.259 0.075
H -8.984086 0.684934 2.917694 -0.386 0.140 0.227 0.069
C -2.973336 -7.030176 -0.510646 -1.099 -1.082 -0.741 -0.054
C -3.704206 -8.058516 0.390664 2.944 0.102 -0.121 -0.485
C -4.835746 -8.891966 -0.151966 -0.316 1.340 0.578 -0.052
O -2.679726 -9.011966 0.730864 0.090 -0.776 0.396 -0.087
H -2.377906 -7.582696 -1.237486 -0.142 -0.309 -0.092 0.075
H -2.225756 -6.405806 -0.021366 -0.627 0.334 0.330 0.074
H -3.753366 -6.543656 -1.096266 0.335 0.895 0.110 0.070
H -3.971196 -7.594306 1.340044 -0.638 0.278 -0.139 0.129
H -5.605546 -8.178146 -0.445156 -0.390 -0.237 -0.051 0.077
H -5.130276 -9.388036 0.772844 -0.540 -0.653 -0.566 0.084
H -4.631286 -9.553016 -0.994176 0.362 0.022 0.304 0.088
H -2.072116 -8.626926 1.366604 0.023 0.087 -0.006 0.082
C 0.841564 5.023914 6.508134 -0.361 -0.885 0.538 -0.171
O 1.924904 4.128064 6.407824 0.626 -0.293 -0.639 -0.127
H 1.180974 6.056714 6.587024 -0.248 0.051 0.139 0.077
H 0.103764 4.892604 5.716614 0.129 0.202 -0.322 0.074
H 0.356224 4.622434 7.397714 -0.280 0.899 0.293 0.079
H 2.225254 4.095714 5.496594 0.133 0.032 -0.017 0.068
C 3.477094 -4.603286 -3.063016 0.457 1.624 0.771 -0.157
O 3.839014 -3.858846 -4.247106 -0.135 -1.408 0.358 -0.124
H 3.126044 -3.802196 -2.412556 -0.514 -0.349 0.221 0.074
H 2.744984 -5.408396 -3.125726 -0.108 0.159 -0.631 0.073
H 4.354364 -4.977046 -2.535016 0.223 -0.239 -0.235 0.072
H 4.477124 -4.431056 -4.679516 0.076 0.219 -0.481 0.063
C 0.570024 0.337524 1.057484 0.688 0.772 -0.526 -0.171
O 0.005844 1.544874 0.633524 -0.862 1.143 -0.673 -0.140
H 1.254344 0.014564 0.272944 0.016 -0.704 0.008 0.073
H 1.209934 0.691784 1.865634 -0.321 -1.025 0.618 0.084
H -0.252416 -0.358206 1.223744 0.610 -0.474 0.688 0.083
H -0.546536 1.335874 -0.123316 -0.118 0.325 -0.120 0.071
C 3.366924 5.272524 0.954544 0.524 -0.263 0.704 -0.187
O 2.207684 5.982724 1.215844 -1.488 1.322 -0.346 -0.126
H 3.394304 4.617864 1.825614 1.042 -0.961 -0.518 0.077
H 3.309544 4.805274 -0.028556 0.324 -0.435 0.136 0.080
H 4.229724 5.937454 0.993784 -0.096 0.061 -0.065 0.080
H 1.499824 5.347484 1.085454 -0.322 0.235 0.090 0.075
C -2.405556 -0.477886 6.662054 -0.128 1.137 -0.199 -0.194
O -3.065636 -1.670676 6.850534 -0.375 -2.158 0.397 -0.116
H -3.144456 0.237274 6.300554 0.495 0.531 -0.285 0.079
H -1.950906 -0.084986 7.571454 -0.066 0.000 0.266 0.073
H -1.591676 -0.634046 5.954024 -0.154 0.121 -0.207 0.079
H -4.015636 -1.589856 6.962684 0.231 0.371 0.024 0.079
C 6.709564 -2.144846 2.589044 -0.901 1.034 -0.516 -0.179
O 5.740784 -2.760636 3.402264 0.063 -0.852 0.297 -0.122
H 7.430374 -2.795366 2.093704 0.255 -0.222 0.518 0.075
H 6.133384 -1.704626 1.775204 0.116 0.213 -0.075 0.075
H 7.122884 -1.327326 3.179734 0.710 0.020 -0.409 0.079
H 6.208334 -3.038436 4.193354 -0.246 -0.189 0.178 0.071
```
Positions in Å, forces in eV/Å.

Results
- HOMO-LUMO gap: 0.37512 Eh
- SMILES string: CC(C)O.CC(C)O.CC(C)O.CC(C)O.CO.CO.CO.CO.CO.CO
- Relative energy (zero: lowest compared OMol25 entry of this formula, charge and spin): 157.0 kcal per mole

=====

Record 5
A 3-piece molecular cluster, C22H28NO9 overall. Source: the Open Molecules 2025 dataset; level of theory: ωB97M-V/def2-TZVPD.

XYZ file:
```
60
Properties=species:S:1:pos:R:3:forces:R:3:lowdin_spin:R:1
C 3.057683 -1.536847 2.153196 -0.057 0.077 -0.364 0.000
C 2.119696 -0.909366 1.111067 0.059 -0.045 0.208 0.001
C 1.835169 0.574340 1.427749 0.121 -0.122 0.095 0.017
C 0.502637 0.909229 2.107330 -0.060 0.336 0.352 0.026
C 0.135768 2.379990 1.855348 -0.068 -0.132 0.173 -0.001
C 0.597084 0.715702 3.625552 -0.100 -0.141 -0.157 0.002
N -0.576235 0.090616 1.486299 0.640 -0.128 -0.593 0.383
O -0.920489 0.557090 0.342900 -0.328 0.167 -0.064 0.519
C -0.455469 -1.396244 1.464734 -0.322 -0.222 0.212 0.026
C -1.622610 -1.914986 0.614262 0.104 0.127 0.204 -0.001
C -0.612780 -2.009824 2.860015 -0.285 0.368 -0.066 0.003
C 0.883873 -1.795934 0.829151 0.204 -0.034 0.149 0.017
H 2.687470 -1.420165 3.167981 -0.023 -0.084 0.143 0.000
H 3.197179 -2.594973 1.939207 -0.010 -0.124 0.100 0.000
H 4.040102 -1.071232 2.085358 0.045 0.117 0.152 0.000
H 2.686713 -0.894280 0.181120 0.051 -0.067 -0.071 0.000
H 2.621463 0.924587 2.099973 0.124 0.124 -0.068 0.001
H 1.932079 1.169315 0.525076 -0.144 -0.020 -0.158 0.002
H -0.940659 2.507994 1.932126 -0.093 0.055 -0.035 0.000
H 0.454157 2.711013 0.873623 -0.077 0.048 -0.134 0.000
H 0.586127 3.009808 2.620692 0.178 0.055 -0.033 0.000
H 1.132468 -0.183019 3.896475 0.026 -0.150 0.106 0.000
H -0.388520 0.696679 4.084853 -0.091 0.011 0.064 0.001
H 1.155965 1.547461 4.044054 0.052 0.089 0.043 0.000
H -1.393065 -1.845762 -0.441925 -0.068 0.020 -0.103 0.000
H -2.514361 -1.329290 0.828476 -0.097 -0.013 -0.010 0.000
H -1.823402 -2.951379 0.871655 0.041 -0.162 -0.097 0.000
H 0.216859 -1.811567 3.519139 0.232 -0.101 0.116 0.000
H -1.515699 -1.621110 3.331994 -0.056 -0.001 0.054 0.001
H -0.732474 -3.084246 2.753582 0.099 -0.103 0.016 0.000
H 1.110411 -2.795029 1.204144 0.005 -0.142 -0.125 0.001
H 0.753917 -1.905017 -0.245231 -0.097 0.188 -0.095 0.002
C 4.005442 4.198466 -2.029934 0.004 -0.127 0.082 0.000
C 3.965066 5.364485 -2.689853 0.037 -0.110 0.001 0.000
C 3.376107 6.614881 -2.081464 -0.139 0.047 0.296 0.000
O 3.403349 7.622138 -2.763399 0.038 0.016 -0.116 0.000
C 2.820197 6.541719 -0.745321 0.005 0.132 -0.084 0.000
C 2.856415 5.374703 -0.087196 -0.047 0.107 -0.004 0.000
C 3.465756 4.130928 -0.687960 0.127 -0.065 -0.273 0.000
O 3.465897 3.129338 0.004967 -0.042 0.005 0.093 0.000
O 2.372174 5.202491 1.130963 -0.041 0.042 0.068 0.000
O 4.432072 5.533735 -3.914583 0.046 -0.047 -0.068 0.000
H 4.428274 3.300044 -2.456204 0.008 0.012 -0.021 0.000
H 2.388911 7.437619 -0.322293 -0.005 -0.011 0.023 0.000
H 2.515183 4.262031 1.353149 0.029 -0.078 -0.008 0.000
H 4.277121 6.472340 -4.136460 -0.027 0.083 0.006 0.000
C -5.794296 -3.312037 -2.685227 -0.145 -0.061 -0.044 0.000
C -4.536108 -2.945858 -2.399385 -0.101 0.027 0.014 0.000
C -3.370036 -3.895376 -2.548672 -0.005 -0.255 -0.060 0.000
O -2.267699 -3.457634 -2.279143 0.054 0.063 0.000 0.000
C -3.628947 -5.251381 -2.991075 0.135 0.055 0.029 0.000
C -4.887303 -5.615361 -3.272903 0.115 -0.035 -0.005 0.000
C -6.050120 -4.661023 -3.145330 -0.008 0.320 0.100 0.000
O -7.149246 -5.094399 -3.438594 -0.036 -0.114 -0.034 0.000
O -5.230084 -6.823837 -3.686651 0.043 -0.083 -0.023 0.000
O -4.206635 -1.742365 -1.965754 -0.026 0.060 0.014 0.000
H -6.634482 -2.640170 -2.583801 0.016 0.024 0.006 0.000
H -2.790507 -5.926806 -3.083662 -0.013 -0.016 -0.011 0.000
H -6.197644 -6.798912 -3.818847 -0.085 0.030 0.000 0.000
H -3.239916 -1.743315 -1.825346 0.060 -0.014 0.000 0.000
```
Positions in Å, forces in eV/Å.

Results
- HOMO-LUMO gap (alpha / beta): 0.24639 / 0.28893 Eh
- Spin multiplicity: 2